[1]
The following is a DFT calculation (the ωB97M-V functional and the def2-TZVPD basis) of C40H40GeN4O3S2SiZr as an isolated structure at a distorted geometry.

The geometry in XYZ format:
```
92
Properties=species:S:1:pos:R:3:forces:R:3
Zr 0.155 0.821 2.054 0.6 4.3 -0.8
Ge -1.787 0.119 -2.882 0.8 0.2 1.0
S 2.302 5.247 1.692 -0.3 0.1 0.9
S 1.156 -1.366 1.199 1.8 -1.1 0.3
Si 3.695 -3.670 2.499 0.0 -0.1 0.3
O -2.261 -0.525 5.317 0.5 0.2 -1.3
O -3.270 3.304 2.843 0.0 0.3 -0.4
O -1.580 2.182 1.765 -1.5 0.6 1.3
N -1.051 0.843 3.875 0.3 -1.4 0.0
N -1.541 -0.766 1.930 -0.8 0.3 -1.0
N 0.718 1.960 0.289 -2.5 -4.8 -1.7
N 2.172 0.246 2.975 -1.4 0.5 -0.7
C 1.206 3.214 0.204 1.8 0.2 0.6
C -2.851 4.178 -3.124 1.2 3.9 1.6
C 4.064 0.013 4.333 0.3 2.7 1.3
C -3.695 -2.132 -3.143 1.4 -0.9 -1.4
C 1.798 2.959 -2.142 2.1 0.0 0.0
C 1.850 3.599 -0.958 2.1 3.0 -0.3
C 3.907 -4.530 4.166 0.0 0.4 -0.7
C -2.218 3.052 -2.591 -3.7 -0.3 -1.6
C -1.622 -0.306 4.253 -1.0 0.2 2.1
C 1.299 2.978 2.619 -0.8 -0.6 1.0
C -5.339 -1.282 -1.107 -0.2 0.1 2.5
C -5.747 -2.304 -1.910 2.0 -1.2 -1.1
C 0.245 1.443 -0.955 1.8 2.2 -0.6
C 0.805 -2.906 -4.311 0.1 -1.6 -2.9
C -4.834 -2.853 -2.805 -0.9 -0.1 -1.4
C -0.513 -0.933 -4.146 -2.6 2.9 1.6
C 0.781 -1.292 -6.037 4.1 -0.3 -3.0
C 2.317 -4.590 1.614 1.9 0.6 -0.8
C -1.656 2.106 4.141 -0.5 0.4 1.0
C 4.199 -1.303 3.959 -0.3 0.7 -1.7
C -1.520 -1.440 3.219 0.1 1.2 0.4
C 1.885 5.131 3.386 0.8 1.4 0.9
C 5.302 -3.787 1.565 -3.8 0.0 -1.7
C -0.088 -0.505 -5.370 -1.1 1.8 -0.7
C 0.828 1.923 -2.135 -3.8 1.0 -0.9
C -2.414 1.919 -3.456 2.1 -1.2 1.4
C -0.054 -2.078 -3.603 1.5 -1.7 -2.3
C 2.365 -0.970 2.456 1.2 -2.4 0.4
C -3.162 3.266 -5.239 -1.3 0.0 -1.2
C -3.429 4.319 -4.367 2.0 -3.0 0.1
C 2.994 0.806 3.846 1.7 -1.1 2.1
C -3.341 -1.011 -2.433 0.1 0.3 2.3
C 3.393 -1.868 2.961 -1.8 1.1 -0.8
C -4.076 -0.755 -1.194 0.4 1.4 -3.5
C -2.698 2.028 -4.820 1.7 0.2 -0.1
C 1.424 3.899 3.738 0.2 -1.0 0.6
C 1.249 -2.552 -5.641 -0.6 1.5 2.9
C -0.724 0.293 -1.164 0.5 1.1 4.1
C -2.255 2.631 2.833 1.2 -1.3 -1.2
C 1.696 3.623 1.472 -1.4 0.8 -0.3
H -1.218 -1.366 1.193 -0.5 -0.4 -0.3
H -0.428 0.453 -5.874 0.6 -1.2 1.0
H -0.878 2.795 4.469 -0.1 0.3 0.1
H 2.467 4.538 -0.791 -0.4 -1.1 -0.5
H -0.502 -1.876 3.292 -0.8 -0.5 0.1
H 2.963 -4.279 4.632 -0.2 -0.3 0.6
H 4.885 0.464 5.019 -1.7 -0.7 -1.2
H -0.024 -0.365 -1.435 3.1 -2.8 -3.1
H -0.057 2.470 -2.692 1.0 -2.3 -0.3
H -2.388 -2.091 3.377 0.6 -0.3 0.1
H -3.004 -2.481 -3.993 -1.3 0.5 1.2
H 2.279 -4.411 0.548 0.0 0.2 -0.3
H 5.156 -1.677 4.139 1.2 -1.4 0.8
H 5.610 -4.767 1.509 1.1 -2.2 0.0
H -0.218 -0.330 -0.168 -3.3 1.0 -0.9
H -3.437 3.411 -6.277 0.1 -0.1 -0.2
H -2.195 3.186 -1.507 1.2 -1.2 -0.1
H 1.212 3.562 4.809 0.2 0.8 -1.5
H 2.367 -5.632 1.766 0.4 -1.4 0.3
H 2.521 3.051 -2.996 -1.0 0.5 0.9
H 2.115 6.020 4.026 -0.2 -1.1 -0.5
H -2.456 2.051 4.904 0.4 0.0 -0.3
H -3.871 0.160 -0.652 0.5 -0.3 0.5
H -0.505 -2.530 -2.814 -1.1 -0.8 2.8
H -3.854 5.185 -4.724 -0.8 1.9 -0.5
H 2.114 -3.002 -6.134 -0.7 -0.2 0.0
H 0.867 -3.990 -4.103 0.5 0.8 0.8
H -2.660 5.188 -2.559 -0.9 -2.0 -0.6
H -2.206 1.273 -5.541 -1.7 1.1 1.1
H 4.050 -5.610 4.064 0.0 0.1 0.2
H -2.378 -0.226 1.628 0.6 -0.7 0.7
H 2.732 1.795 4.263 0.3 -0.6 -0.7
H 4.723 -4.052 4.707 0.0 -0.2 0.2
H 1.426 -0.822 -6.868 -1.6 -0.7 0.7
H -5.115 -3.749 -3.406 0.3 0.7 0.6
H -5.924 -1.035 -0.206 0.0 0.2 -0.7
H -6.634 -2.822 -1.810 -2.0 -0.7 0.5
H 5.936 -3.115 1.956 2.7 2.1 1.3
H 1.428 -4.275 2.021 -2.3 0.9 0.9
H 5.020 -3.475 0.558 0.3 0.1 -0.2
```
Forces are in eV/Å.

Properties
Maximum force ... 5.72 eV/A
LUMO energy (spin up / spin down) ... 3.90 / 3.90 eV
Frontier orbital gap (spin up / spin down) ... 0.09103 / 0.09097 Ha
Net charge ... -2
Energy above the lowest of the compared OMol25 structures with the same formula, charge and spin ... 11.811 eV

***

[2]
The following is a DFT calculation (the ωB97M-V functional and the def2-TZVPD basis) of a 2-piece molecular cluster, C3H7NO overall at a distorted geometry.

The geometry in XYZ format:
```
12
Properties=species:S:1:pos:R:3:forces:R:3
O -0.805 -0.650 -0.261 0.3 -0.2 0.0
N 0.908 -2.042 0.807 -0.8 0.6 -0.5
C 0.079 -1.395 0.315 0.7 -0.5 0.4
C 1.806 1.274 -0.605 0.0 0.0 0.0
C -2.071 -0.587 0.426 -0.3 0.0 0.1
H 1.919 0.427 0.077 0.0 0.1 -0.1
H 1.233 2.060 -0.107 0.1 -0.1 -0.1
H 1.272 0.946 -1.501 0.1 0.1 0.1
H -1.950 -0.099 1.395 0.0 -0.1 -0.1
H -2.476 -1.593 0.547 0.0 0.1 0.0
H -2.712 0.010 -0.215 0.0 0.0 0.0
H 2.797 1.647 -0.877 -0.2 0.0 0.0
```
Forces are in eV/Å.

Properties
Maximum force ... 1.10 eV/A
LUMO energy ... 0.65 eV
Frontier orbital gap ... 0.42560 Ha
Energy above the lowest of the compared OMol25 structures with the same formula, charge and spin ... 2.139 eV

***

[3]
The following is a DFT calculation (the ωB97M-V functional and the def2-TZVPD basis) of C6H10N2 as an isolated structure at a distorted geometry.

The geometry in XYZ format:
```
18
Properties=species:S:1:pos:R:3:forces:R:3
N 0.840 -2.258 -1.046 0.5 -0.3 0.1
N 1.016 2.070 2.415 -0.5 -0.1 -0.8
C 0.416 2.110 1.296 -1.9 -1.7 0.7
C -0.927 -1.013 -2.096 0.0 0.3 0.2
C -0.343 0.520 0.575 1.8 5.7 4.5
C 0.069 -1.128 -1.214 1.4 2.3 0.2
C -1.310 0.001 1.298 -0.1 -0.1 -0.6
C 0.717 0.360 -0.329 -1.6 -5.9 -4.1
H 1.173 -2.435 -0.107 0.0 0.0 -0.3
H 0.818 1.110 -1.110 0.1 0.0 0.2
H -1.144 -1.787 -2.831 -0.2 -0.1 0.4
H -1.777 -0.941 1.036 0.0 -0.1 -0.1
H 0.222 3.057 0.758 0.1 -0.4 -0.2
H 1.312 2.996 2.748 0.1 -0.2 -0.4
H -1.555 -0.129 -2.121 0.3 0.1 -0.2
H 0.540 -3.096 -1.538 -0.1 0.3 0.3
H -1.713 0.548 2.145 0.1 -0.1 -0.1
H 1.646 0.014 0.122 0.0 0.3 0.0
```
Forces are in eV/Å.

Properties
Maximum force ... 7.47 eV/A
LUMO energy ... 1.00 eV
Frontier orbital gap ... 0.33351 Ha
Energy above the lowest of the compared OMol25 structures with the same formula, charge and spin ... 4.858 eV